Computed, not measured: a cluster of 2 separate species, C4H13NOS in total at a distorted geometry, with the ωB97M-V functional and the def2-TZVPD basis.

Last column: Mulliken charge in e.
Geometry (Å):
S (-2.38620, 2.12209, -2.21775)  -0.248
O (2.64342, -4.29085, 1.90547)  -0.641
N (-0.09523, 0.57762, 0.77075)  -0.256
C (-0.10323, 0.16159, -1.66441)  -1.275
C (1.23662, 0.24800, 1.18424)  -0.925
C (-1.80308, 1.67225, -0.55908)  -0.851
C (-0.35820, 1.15479, -0.51064)  0.326
H (-1.88205, 2.60824, -0.00138)  0.374
H (1.47026, -0.81707, 1.08226)  0.282
H (0.30581, 2.02310, -0.65192)  0.154
H (0.67480, -0.58310, -1.50264)  0.373
H (-3.51192, 1.40012, -2.26092)  0.118
H (0.08162, 0.65095, -2.62234)  0.365
H (1.98914, -4.99172, 2.01537)  0.320
H (1.35608, 0.58900, 2.21978)  0.325
H (2.56187, -3.79325, 2.73432)  0.319
H (-2.39461, 0.93596, -0.02335)  0.423
H (2.01342, 0.78391, 0.62930)  0.315
H (-0.98169, -0.49697, -1.75040)  0.310
H (-0.81684, 0.04536, 1.22332)  0.193

Properties
Largest force on an atom ... 1.29 eV/A
Electronic energy ... -688.3477 a.u.
HOMO ... -8.3 eV
Energy relative to the best compared isomer or geometry (same formula, charge and spin) ... 1.117 eV
SMILES string ... CN[C@@H](C)CS.O

=====

Computed, not measured: a cluster of 2 separate species, C4H13NOS in total at a distorted geometry, with the ωB97M-V functional and the def2-TZVPD basis.

Last column: Mulliken spin population.
Geometry (Å):
S (2.22998, -1.06040, -0.65886)  0.264
O (2.76116, 1.94923, 1.00332)  0.000
N (-1.52772, 0.88675, 0.82668)  0.602
C (1.02188, -1.16288, 0.65850)  -0.019
C (-0.91763, 0.21562, -0.28065)  0.018
C (-2.04454, -0.02295, -1.30721)  0.059
C (-0.43638, -1.17069, 0.18806)  -0.009
H (-0.19181, 0.85994, -0.80842)  0.087
H (-1.62265, -0.32665, -2.23526)  -0.002
H (-1.79479, 1.85354, 0.66374)  -0.010
H (-2.57712, 0.92607, -1.41432)  0.002
H (-0.98251, 0.94028, 1.68628)  -0.008
H (3.10044, 2.82418, 0.78658)  0.000
H (-2.82330, -0.64345, -0.86781)  -0.001
H (-0.47855, -1.80331, -0.69600)  0.001
H (1.88682, -2.12527, -1.41110)  -0.003
H (2.92010, 1.43852, 0.20438)  0.000
H (1.29698, -1.97045, 1.34001)  0.015
H (-1.00680, -1.36701, 1.09391)  0.003
H (1.18643, -0.24109, 1.22815)  0.003

Properties
Charge ... +1
Largest force on an atom ... 2.76 eV/A
Electronic energy ... -688.0329 a.u.
HOMO (alpha / beta) ... -14.1 / -13.0 eV
Energy relative to the best compared isomer or geometry (same formula, charge and spin) ... 1.332 eV
Spin multiplicity ... 2

=====

Computed, not measured: a cluster of 2 separate species, C4H13NOS2 in total at a distorted geometry, with the ωB97M-V functional and the def2-TZVPD basis.

Last column: Mulliken charge in e.
Geometry (Å):
S (-1.53103, 1.09591, -1.45562)  -0.132
S (0.56073, 0.26546, -1.26845)  -0.090
O (1.33754, 1.36158, 2.15816)  -0.636
N (1.84120, -1.69182, 0.99825)  -0.503
C (-0.65426, -1.35325, 1.59567)  -1.077
C (0.12682, -1.44930, -0.81216)  -1.073
C (-1.36403, 2.13113, 0.05832)  -0.393
C (0.40839, -1.92096, 0.63045)  0.487
H (-1.17658, 1.28315, 0.72496)  -0.087
H (0.63678, -2.05027, -1.56592)  0.404
H (2.16533, 1.50370, 2.67956)  0.267
H (1.35015, 0.52400, 1.68679)  0.417
H (0.13592, -2.98082, 0.52103)  0.228
H (2.46457, -1.84182, 0.22844)  0.167
H (-0.59975, 2.84996, -0.08498)  0.267
H (-0.97440, -1.53190, -1.04352)  0.439
H (2.14708, -2.08804, 1.88593)  0.222
H (-1.64656, -1.51332, 1.08740)  0.352
H (-0.61672, -0.25915, 1.63795)  -0.009
H (-0.75691, -1.81799, 2.52674)  0.383
H (-2.29437, 2.64488, 0.21394)  0.367

Properties
Largest force on an atom ... 3.09 eV/A
Electronic energy ... -1086.5399 a.u.
HOMO ... -8.6 eV
Energy relative to the best compared isomer or geometry (same formula, charge and spin) ... 1.127 eV
SMILES string ... CSSC[C@H](C)N.O

=====

Computed, not measured: a cluster of 2 separate species, C4H13NS in total at a distorted geometry, with the ωB97M-V functional and the def2-TZVPD basis.

Last column: Mulliken charge in e.
Geometry (Å):
S (-1.35627, -2.35979, -2.96924)  -0.219
N (1.74884, 3.69707, 2.45856)  -0.410
C (-1.62956, -3.93609, -2.21794)  -0.453
C (1.03920, 2.81636, 1.44792)  -0.767
C (0.87729, 4.71975, 3.08010)  -0.827
C (-0.33116, -4.84681, -2.63982)  -0.873
H (0.13253, 4.26158, 3.65217)  0.340
H (-2.66680, -4.32509, -2.30477)  0.360
H (0.30462, 5.17500, 2.29871)  0.319
H (0.53442, -4.44257, -2.09356)  0.295
H (-0.11135, -4.50854, -3.73506)  0.263
H (1.08098, 3.18661, 0.38231)  0.238
H (-0.07645, 2.45956, 1.75505)  0.216
H (-2.53650, -2.39471, -3.60706)  0.122
H (-1.53154, -3.95529, -1.05491)  0.226
H (2.15423, 2.99188, 3.07033)  0.241
H (-0.64328, -5.98066, -2.54708)  0.277
H (1.42474, 5.50366, 3.54563)  0.289
H (1.58606, 1.93806, 1.47866)  0.360

Properties
Largest force on an atom ... 4.13 eV/A
Electronic energy ... -613.0500 a.u.
HOMO ... -8.8 eV
Energy relative to the best compared isomer or geometry (same formula, charge and spin) ... 2.150 eV
SMILES string ... CCS.CNC

=====

Computed, not measured: a cluster of 2 separate species, C4H13NS in total, with the ωB97M-V functional and the def2-TZVPD basis.

Last column: Mulliken charge in e.
Geometry (Å):
S (-1.73549, -2.34795, -0.77664)  -0.185
N (1.42945, 1.93070, 0.53501)  -0.595
C (1.81202, 1.72628, -0.84132)  -0.433
C (-1.41687, -0.75633, 1.49450)  -0.619
C (-2.39346, -1.67137, 0.78361)  -0.528
C (1.70761, 0.30232, -1.42494)  -0.789
H (-3.35777, -1.22083, 0.55468)  0.321
H (1.95447, 1.34129, 1.17081)  0.259
H (2.84422, 2.05459, -0.95861)  0.317
H (-0.59997, -1.36332, 1.88772)  0.272
H (2.44293, 0.19598, -2.22283)  0.360
H (-0.95700, -0.06524, 0.79214)  -0.013
H (0.72548, 0.08514, -1.83389)  0.115
H (0.44326, 1.73255, 0.69348)  0.227
H (-1.57686, -1.19284, -1.43648)  0.062
H (1.88035, -0.42557, -0.63040)  0.256
H (-1.85116, -0.18005, 2.30638)  0.352
H (-2.58650, -2.57193, 1.36304)  0.302
H (1.23530, 2.42656, -1.45626)  0.317

Properties
Largest force on an atom ... 0.72 eV/A
Electronic energy ... -613.1209 a.u.
HOMO ... -9.1 eV
Energy relative to the best compared isomer or geometry (same formula, charge and spin) ... 0.222 eV
SMILES string ... CCN.CCS

=====

Computed, not measured: a cluster of 3 separate species, C4H13O4 in total at a distorted geometry, with the ωB97M-V functional and the def2-TZVPD basis.

Last column: Mulliken charge in e.
Geometry (Å):
O (-1.83584, 2.44510, -1.18031)  -0.726
O (1.48316, 1.10247, 0.64757)  -0.639
O (0.33051, 1.05271, -1.56014)  -0.867
O (-0.67342, -2.00256, -1.40436)  -0.585
C (0.59238, 0.73599, 1.68048)  -0.466
C (0.50821, -1.66779, 0.60378)  -0.639
C (-0.86261, -1.51727, -0.05282)  -0.340
C (0.55672, -0.80286, 1.88742)  -0.486
H (-0.34320, 1.21195, 1.36814)  0.212
H (-1.49593, 1.99176, -1.96838)  0.327
H (1.03226, 0.98814, -0.34717)  0.395
H (-0.39402, -1.16733, -1.83050)  0.336
H (1.55864, -0.98848, 2.31136)  0.284
H (-1.59372, -2.24481, 0.36816)  0.307
H (0.64236, -2.73732, 0.78160)  0.387
H (-1.17596, -0.47884, -0.06412)  0.193
H (0.98685, 1.16296, 2.63970)  0.282
H (-1.12184, 2.06548, -0.62642)  0.372
H (1.37168, -1.40395, 0.00276)  0.307
H (0.77748, 1.10532, -2.40923)  0.056
H (-0.26454, -1.16098, 2.54639)  0.289

Properties
Charge ... -1
Largest force on an atom ... 2.34 eV/A
Electronic energy ... -461.1742 a.u.
HOMO ... -4.9 eV
Energy relative to the best compared isomer or geometry (same formula, charge and spin) ... 1.043 eV

=====

Computed, not measured: a structure of composition C4H13O4 at a distorted geometry, with the ωB97M-V functional and the def2-TZVPD basis.

Last column: Mulliken charge in e.
Geometry (Å):
O (1.60426, -1.61579, -0.18915)  -0.823
O (1.44204, -2.14718, 2.17789)  -0.829
O (-2.25856, 0.25295, -1.21128)  -0.606
O (-3.57824, 1.58817, 0.89458)  -0.682
C (-0.80365, 0.17419, -1.20172)  -0.437
C (2.14683, -0.37119, -0.47110)  -0.620
C (1.27207, 0.80072, 0.05152)  -0.883
C (-0.21233, 0.42266, 0.17226)  -0.181
H (-0.28665, -0.49965, 0.73713)  0.130
H (-0.54319, -0.84550, -1.48150)  0.325
H (-3.44888, 2.45843, 0.51026)  0.295
H (-0.70937, 1.24666, 0.67561)  0.407
H (1.33446, 1.69394, -0.58403)  0.425
H (3.14680, -0.28066, -0.01695)  0.325
H (1.81144, -3.01606, 2.34139)  0.209
H (-2.62884, -0.63958, -1.25941)  0.326
H (-0.44058, 0.89091, -1.93549)  0.196
H (2.18443, -0.28019, -1.57274)  0.296
H (1.54904, -1.91468, 1.08318)  0.418
H (1.60532, 1.09650, 1.05086)  0.336
H (-3.18636, 0.98534, 0.22868)  0.372

Properties
Charge ... -1
Largest force on an atom ... 1.20 eV/A
Electronic energy ... -461.1712 a.u.
HOMO ... -3.8 eV
Energy relative to the best compared isomer or geometry (same formula, charge and spin) ... 1.123 eV

=====

Computed, not measured: a structure of composition C4H14ClN4O4V at a distorted geometry, with the ωB97M-V functional and the def2-TZVPD basis.

Last column: Mulliken spin population.
Geometry (Å):
V (4.00270, -0.01393, -15.91063)  1.524
Cl (4.55875, 1.25522, -18.18454)  -0.112
O (2.66618, -0.50523, -16.63256)  -0.418
O (8.11371, 5.21789, -18.71286)  0.000
O (3.45071, 1.99651, -15.21360)  0.002
O (3.38798, 0.11525, -20.92346)  -0.001
N (6.43280, 4.02644, -19.49675)  0.000
N (2.71067, 3.79139, -14.05621)  0.002
N (7.34168, 3.42800, -17.65089)  0.000
N (4.38029, 3.92179, -15.48881)  0.002
C (1.55577, -0.80498, -19.79895)  -0.001
C (7.39260, 4.23359, -18.64485)  0.000
C (2.85878, -1.15237, -20.52865)  0.000
C (3.54525, 3.15711, -14.90113)  0.001
H (3.63001, 0.51931, -20.08694)  0.002
H (4.84189, 3.52862, -16.29656)  0.001
H (1.67659, -0.00818, -19.06505)  0.001
H (1.17661, -1.66566, -19.24799)  0.000
H (6.63963, 2.70295, -17.61187)  0.001
H (3.55658, -1.75246, -19.94464)  0.000
H (5.91899, 3.16194, -19.40327)  0.000
H (2.77610, -1.80294, -21.39929)  0.000
H (1.84167, 3.30393, -13.89089)  0.000
H (7.92165, 3.63877, -16.85132)  0.000
H (0.80762, -0.56333, -20.55391)  0.000
H (4.39160, 4.91333, -15.29694)  0.000
H (2.92447, 4.63081, -13.53683)  -0.001
H (6.40396, 4.64377, -20.29560)  0.000

Properties
Charge ... +1
Largest force on an atom ... 7.06 eV/A
Electronic energy ... -2084.7114 a.u.
HOMO (alpha / beta) ... -11.9 / -11.9 eV
Energy relative to the best compared isomer or geometry (same formula, charge and spin) ... 1.652 eV
Spin multiplicity ... 2

=====

Computed, not measured: a cluster of 2 separate species, C4H14N in total at a distorted geometry, with the ωB97M-V functional and the def2-TZVPD basis.

Last column: Mulliken charge in e.
Geometry (Å):
N (0.51785, -2.52064, -0.77629)  -0.293
C (-0.25734, -3.56703, 0.00343)  -0.612
C (1.92795, -2.30507, -0.22335)  -0.776
C (-1.52081, 3.70810, 1.00960)  -0.837
C (-0.74813, 4.70765, -0.00062)  -0.756
H (0.25675, -4.50752, -0.45790)  0.292
H (-1.61040, 2.68601, 0.74134)  0.272
H (-2.43913, 3.98913, 1.44909)  0.320
H (2.46790, -1.55598, -0.85795)  0.338
H (0.66423, -3.01814, -1.72779)  0.390
H (-1.43399, -3.34275, -0.12791)  0.314
H (0.05340, -3.46657, 1.01231)  0.309
H (2.34308, -3.29405, -0.32880)  0.357
H (-1.33854, 5.14401, -0.75486)  0.283
H (1.96191, -1.85888, 0.83455)  0.327
H (-0.28829, 5.54361, 0.46090)  0.295
H (-0.00165, 3.95916, -0.40784)  0.198
H (0.13903, -1.65664, -1.03907)  0.353
H (-0.80925, 3.76122, 1.90362)  0.227

Properties
Charge ... +1
Largest force on an atom ... 4.09 eV/A
Electronic energy ... -215.2280 a.u.
HOMO ... -13.5 eV
Energy relative to the best compared isomer or geometry (same formula, charge and spin) ... 2.202 eV

=====

Computed, not measured: a cluster of 2 separate species, C4H14N in total at a distorted geometry, with the ωB97M-V functional and the def2-TZVPD basis.

Last column: Mulliken charge in e.
Geometry (Å):
N (0.87271, 1.29152, 0.44396)  -0.304
C (-1.17855, 1.50444, -1.01029)  -0.950
C (-0.53526, -2.19319, 0.30502)  -0.800
C (-0.20296, 2.23188, -0.10288)  -0.368
C (1.00422, -2.28750, 0.33837)  -0.681
H (1.46188, 0.98118, -0.33046)  0.416
H (-1.19595, 1.99544, -1.97035)  0.333
H (-0.96841, 0.44702, -1.17398)  0.288
H (1.36304, -2.98120, 1.08813)  0.327
H (-0.94370, -3.05563, 0.81962)  0.308
H (1.41884, 1.69387, 1.20457)  0.353
H (0.32051, 3.04773, -0.58407)  0.397
H (-2.17925, 1.56728, -0.61123)  0.301
H (-0.91558, -1.30303, 0.83199)  0.222
H (1.34245, -2.61011, -0.64878)  0.257
H (-0.94823, -2.07113, -0.68999)  0.278
H (-0.65528, 2.65836, 0.78579)  0.331
H (0.41434, 0.43037, 0.76199)  0.153
H (1.52516, -1.34730, 0.54259)  0.138

Properties
Charge ... +1
Largest force on an atom ... 1.12 eV/A
Electronic energy ... -215.2880 a.u.
HOMO ... -15.6 eV
Energy relative to the best compared isomer or geometry (same formula, charge and spin) ... 0.569 eV

=====

Computed, not measured: a cluster of 2 separate species, C4H14N2O in total at a distorted geometry, with the ωB97M-V functional and the def2-TZVPD basis.

Last column: Mulliken spin population.
Geometry (Å):
O (2.93239, 0.91277, -1.48187)  0.408
N (1.00818, -0.53094, 0.01023)  -1.695
N (-0.75223, 1.91732, 0.00802)  -0.236
C (1.63574, -1.85817, 0.18485)  1.581
C (-0.39749, -0.45568, -0.33087)  0.140
C (-2.69848, 0.39981, 0.22857)  -0.212
C (-1.22308, 0.58378, 0.42523)  1.673
H (2.49459, -1.73351, 0.86451)  -0.740
H (0.90219, -2.49683, 0.70894)  -0.012
H (-0.94525, 0.26354, 1.44376)  0.344
H (-0.65534, -0.39804, -1.40543)  0.126
H (2.66039, 0.28579, -0.77062)  0.254
H (0.18460, 1.92918, -0.38487)  -0.034
H (-3.39699, 1.24582, 0.29443)  -0.102
H (-0.70178, 2.47125, 0.86223)  -0.178
H (-3.12481, -0.19225, 1.09637)  -0.077
H (2.72531, 1.72149, -0.99232)  -0.289
H (1.86818, -2.26683, -0.80554)  0.018
H (1.23079, -0.15754, 0.94694)  -0.094
H (-0.85298, -1.47866, -0.21217)  0.136
H (-2.89394, -0.16230, -0.69038)  -0.010

Properties
Charge ... -1
Largest force on an atom ... 2.78 eV/A
Electronic energy ... -345.4628 a.u.
HOMO (alpha / beta) ... 1.0 / -5.2 eV
Energy relative to the best compared isomer or geometry (same formula, charge and spin) ... 1.062 eV
Spin multiplicity ... 2

=====

Computed, not measured: a cluster of 2 separate species, C4H14N2O in total at a distorted geometry, with the ωB97M-V functional and the def2-TZVPD basis.

Last column: Mulliken charge in e.
Geometry (Å):
O (2.15199, 1.04482, 1.14847)  -0.730
N (-0.16850, -0.66776, 0.30187)  0.176
N (0.46131, 2.01209, -1.21351)  -0.532
C (-0.95379, 0.03943, 1.30623)  -0.945
C (-0.05238, -2.07075, 0.60190)  -1.209
C (-0.62982, 1.06607, -1.44214)  -0.915
C (-0.42614, -0.39823, -1.12907)  -0.469
H (0.56413, 2.27117, -0.24490)  0.283
H (-0.92026, -2.67593, 0.27783)  0.342
H (1.33059, 1.64264, -1.56852)  0.252
H (2.87653, 0.44775, 1.36557)  0.266
H (-1.58456, 1.49130, -1.15400)  0.376
H (1.35959, 0.56387, 0.82637)  0.366
H (0.82426, -2.49596, 0.10586)  0.279
H (-0.60076, 1.03231, -2.55106)  0.370
H (0.50549, -0.72808, -1.60988)  0.317
H (-1.66234, -0.65394, 1.78451)  0.422
H (-0.00208, -2.24589, 1.67900)  0.410
H (-1.48035, 0.89246, 0.88464)  0.370
H (-1.24561, -1.02993, -1.48470)  0.344
H (-0.34731, 0.46257, 2.11552)  0.226

Properties
Largest force on an atom ... 2.65 eV/A
Electronic energy ... -345.5161 a.u.
HOMO ... -8.7 eV
Energy relative to the best compared isomer or geometry (same formula, charge and spin) ... 1.636 eV
SMILES string ... CN(C)CCN.O

=====

Q: Number 3 is which compound?
A: C4H13NOS2

=====

Q: Number 9 is which compound?
A: C4H14N